1.
Formula: C2H2ClF3N2
Source: OMol25
Level of theory: the ωB97M-V functional and the def2-TZVPD basis

Last column: Löwdin charge in e.
Geometry (Å):
C: 0.346 -0.613 -0.103  -0.0046
C: 1.634 0.081 0.029  -0.6768
N: -0.350 -1.580 -0.058  0.1444
N: -1.936 1.096 -0.529  -0.5359
F: 1.541 1.374 0.066  0.1937
F: 2.562 -0.185 -0.828  0.2110
F: 2.085 -0.395 1.246  0.1133
Cl: -2.872 -0.185 -0.092  0.5817
H: -1.472 -1.315 -0.026  -0.0430
H: -1.537 1.721 0.294  0.0163

HOMO (alpha / beta) ... -9.54 / -8.20 eV
Energy relative to the best compared isomer or geometry (same formula, charge and spin) ... 222.24 kJ/mol
Energy ... -25756.160 eV
LUMO level (alpha / beta) ... -0.54 / -1.17 eV

---

2.
Formula: C2H2ClFO2
Source: OMol25
Level of theory: the ωB97M-V functional and the def2-TZVPD basis

Last column: Löwdin charge in e.
Geometry (Å):
C: 1.992 -0.792 -0.133  -0.6030
C: -1.471 0.591 0.447  -0.2948
O: 0.883 -0.867 -0.758  -0.0572
O: -2.142 -0.383 0.534  0.1033
F: -1.774 1.488 -0.579  0.0121
Cl: 2.321 0.756 0.496  0.6059
H: -0.717 0.897 1.220  0.1367
H: 0.908 -1.691 -1.228  0.0970

HOMO ... -9.47 eV
Energy relative to the best compared isomer or geometry (same formula, charge and spin) ... 259.82 kJ/mol
Energy ... -21438.664 eV
LUMO level ... 0.32 eV

---

3.
Formula: C2H2ClFOS
Source: OMol25
Level of theory: the ωB97M-V functional and the def2-TZVPD basis

Last column: Löwdin charge in e.
Geometry (Å):
O: 1.043 1.463 -0.712  -0.0832
C: 0.660 0.205 -0.123  -0.8650
S: 1.801 -0.871 0.237  0.7592
C: -0.664 0.156 0.613  -0.7151
F: -1.096 1.506 0.547  -0.0703
Cl: -1.684 -0.868 -0.379  0.6976
H: 1.971 1.352 -1.201  0.1593
H: -0.630 -0.102 1.673  0.1175

HOMO ... -9.59 eV
Energy relative to the best compared isomer or geometry (same formula, charge and spin) ... 87.58 kJ/mol
SMILES ... OC(=S)[C@@H](F)Cl
Energy ... -30227.692 eV
LUMO level ... -0.63 eV

---

4.
Formula: C2H2ClIO
Source: OMol25
Level of theory: the ωB97M-V functional and the def2-TZVPD basis

Last column: Löwdin charge in e.
Geometry (Å):
C: -0.317 -0.482 1.239  -0.4901
C: 0.315 0.593 -1.712  -0.7825
O: -0.329 -1.536 1.612  0.0523
Cl: 1.065 1.626 -0.604  0.4437
I: -1.847 -0.313 -0.602  0.7949
H: 0.084 0.341 1.793  0.0746
H: 1.030 -0.228 -1.726  -0.0928

HOMO (alpha / beta) ... -7.94 / -7.94 eV
Energy relative to the best compared isomer or geometry (same formula, charge and spin) ... 433.65 kJ/mol
Energy ... -24771.802 eV
LUMO level (alpha / beta) ... -1.04 / -1.04 eV

---

5.
Formula: C2H2ClIO
Source: OMol25
Level of theory: the ωB97M-V functional and the def2-TZVPD basis

Last column: Löwdin charge in e.
Geometry (Å):
C: -0.664 0.271 0.713  -0.4067
C: 0.163 -0.186 -0.608  -1.0277
O: -0.954 -0.439 1.607  0.0739
Cl: 0.515 -1.970 -0.800  0.4842
I: 2.007 0.843 -0.235  0.8318
H: -0.715 1.295 0.718  0.0584
H: -0.352 0.188 -1.397  -0.0141

HOMO ... -10.01 eV
Energy relative to the best compared isomer or geometry (same formula, charge and spin) ... 53.14 kJ/mol
Energy ... -24775.746 eV
LUMO level ... -0.27 eV

---

6.
Formula: C2H2ClIO2
Source: OMol25
Level of theory: the ωB97M-V functional and the def2-TZVPD basis

Last column: Löwdin charge in e.
Geometry (Å):
C: 1.265 3.118 -0.760  -0.5622
C: 1.283 -0.418 -0.102  -0.5737
O: 0.642 3.963 -1.270  0.1621
O: 1.792 2.322 -0.113  0.1049
Cl: 1.844 1.683 -3.027  -0.1758
I: 0.955 -0.574 -2.037  1.0790
H: 0.721 0.307 0.518  -0.0096
H: 2.225 -0.750 0.307  -0.0247

HOMO (alpha / beta) ... -9.14 / -9.48 eV
Energy relative to the best compared isomer or geometry (same formula, charge and spin) ... 123.48 kJ/mol
Energy ... -26822.353 eV
LUMO level (alpha / beta) ... -1.37 / -1.88 eV

---

7.
Formula: C2H2ClN2O2
Source: OMol25
Level of theory: the ωB97M-V functional and the def2-TZVPD basis

Last column: Löwdin charge in e.
Geometry (Å):
H: 0.600 -1.896 -0.699  0.0529
N: 0.266 -0.964 -0.327  -0.0308
N: 1.013 -0.004 -0.472  -0.0555
C: 0.273 1.361 0.177  -0.5439
Cl: 0.392 2.946 -0.745  0.4489
C: 0.865 1.550 1.743  -0.8129
O: -0.044 1.482 2.565  -0.0637
O: 2.065 1.750 1.852  -0.0556
H: -0.819 1.080 0.148  0.0606

HOMO ... -4.35 eV
Energy relative to the best compared isomer or geometry (same formula, charge and spin) ... 52.61 kJ/mol
Charge ... -1
SMILES ... [H]/N=N/[C@H](Cl)C(=O)[O-]
Energy ... -21703.636 eV
LUMO level ... 3.72 eV

---

8.
Formula: C2H2ClN3O
Source: OMol25
Level of theory: the ωB97M-V functional and the def2-TZVPD basis

Last column: Löwdin charge in e.
Geometry (Å):
C: -1.894 -0.324 -0.859  -0.0929
C: -0.647 -0.465 0.929  -0.6551
N: -1.900 -0.456 0.642  0.0771
N: -0.649 -0.095 -1.224  0.0297
N: 0.096 -0.114 -0.161  -0.0351
O: 1.595 0.076 1.957  -0.6367
Cl: 0.232 -0.414 2.411  1.0954
H: -2.825 -0.266 -1.339  0.0829
H: 1.043 -0.146 0.363  0.1347

HOMO ... -10.15 eV
Energy relative to the best compared isomer or geometry (same formula, charge and spin) ... 472.91 kJ/mol
Energy ... -21140.747 eV
LUMO level ... 0.30 eV

---

9.
Formula: C2H2ClN3O
Source: OMol25
Level of theory: the ωB97M-V functional and the def2-TZVPD basis

Last column: Löwdin charge in e.
Geometry (Å):
O: -0.275 0.095 1.987  0.0571
C: -0.045 -0.163 0.700  -0.4482
N: 0.679 -1.206 0.253  0.1354
N: 0.816 -0.918 -1.120  -0.0708
N: 0.222 0.153 -1.507  0.0453
C: -0.428 0.623 -0.428  -0.6475
Cl: -1.407 2.072 -0.253  0.6571
H: -1.019 0.798 2.012  0.1322
H: 1.456 -1.456 -1.644  0.1392

HOMO ... -9.57 eV
Energy relative to the best compared isomer or geometry (same formula, charge and spin) ... 45.51 kJ/mol
SMILES ... Oc1n[nH]nc1Cl
Energy ... -21145.177 eV
LUMO level ... 0.57 eV

---

10.
Formula: C2H2ClN3S
Source: OMol25
Level of theory: the ωB97M-V functional and the def2-TZVPD basis

Last column: Löwdin charge in e.
Geometry (Å):
C: 1.664 0.541 0.508  -0.2293
C: -0.288 0.349 -0.069  -0.2947
N: 0.462 1.159 0.600  0.0759
N: 1.643 -0.582 -0.178  0.0441
N: 0.356 -0.706 -0.554  0.0016
S: -2.838 0.711 -0.497  0.1674
Cl: -3.594 -0.921 0.349  -0.0194
H: 2.555 0.937 0.946  0.1012
H: 0.040 -1.489 -1.105  0.1531

HOMO (alpha / beta) ... -9.57 / -9.56 eV
Energy relative to the best compared isomer or geometry (same formula, charge and spin) ... 179.73 kJ/mol
Energy ... -29931.087 eV
LUMO level (alpha / beta) ... -2.05 / -2.07 eV

---

11.
Formula: C2H2ClNO
Source: OMol25
Level of theory: the ωB97M-V functional and the def2-TZVPD basis

Last column: Löwdin charge in e.
Geometry (Å):
C: 0.447 0.789 -1.302  -0.2179
C: 0.072 -0.126 0.695  -0.7548
N: 0.653 1.308 -2.310  -0.0388
O: -1.154 -0.223 0.953  -0.0165
Cl: 0.901 -1.637 0.597  0.6924
H: 0.688 0.733 1.142  0.1217
H: -1.607 -0.844 0.225  0.2140

HOMO (alpha / beta) ... -10.79 / -10.79 eV
Energy relative to the best compared isomer or geometry (same formula, charge and spin) ... 232.38 kJ/mol
Energy ... -18162.966 eV
LUMO level (alpha / beta) ... -0.78 / -0.78 eV

---

12.
Formula: C2H2ClNO2
Source: OMol25
Level of theory: the ωB97M-V functional and the def2-TZVPD basis

Last column: Löwdin charge in e.
Geometry (Å):
C: -1.735 0.113 -2.772  -0.0703
C: 0.492 -0.145 -1.025  -0.5973
N: -0.470 0.678 -0.916  -0.2141
O: -1.668 0.962 -3.530  0.0133
O: -1.145 0.715 0.222  -0.0436
Cl: 0.994 -0.249 -2.658  0.6885
H: -1.183 -0.191 0.682  0.1426
H: 0.663 -0.860 -0.267  0.0809

HOMO ... -9.98 eV
Energy relative to the best compared isomer or geometry (same formula, charge and spin) ... 291.00 kJ/mol
Energy ... -20210.596 eV
LUMO level ... 0.33 eV

---

13.
Formula: C2H2ClNS
Source: OMol25
Level of theory: the ωB97M-V functional and the def2-TZVPD basis

Last column: Löwdin spin population.
Geometry (Å):
C: 1.187 -0.868 -0.066  0.0985
C: 1.326 0.274 0.625  0.5396
N: 0.909 -1.936 -0.365  0.2055
S: 1.821 1.648 -0.161  1.1210
Cl: -2.888 0.440 -0.244  0.0000
H: 0.875 0.344 1.593  0.0354
H: -3.230 0.098 -1.382  0.0000

HOMO (alpha / beta) ... -8.34 / -10.80 eV
Energy relative to the best compared isomer or geometry (same formula, charge and spin) ... 0.00 kJ/mol
Energy ... -26950.979 eV
Spin multiplicity ... 3
LUMO level (alpha / beta) ... 0.66 / -3.16 eV

---

14.
Formula: C2H2ClO2S
Source: OMol25
Level of theory: the ωB97M-V functional and the def2-TZVPD basis

Last column: Löwdin charge in e.
Geometry (Å):
C: 1.292 0.346 -0.293  -0.1629
C: 0.068 0.458 0.275  -0.6335
O: -1.607 -1.714 1.353  -0.5636
O: -1.353 -1.187 -1.062  -0.5568
S: -1.620 -0.683 0.283  0.5930
Cl: -0.501 2.337 0.350  0.2510
H: 2.002 1.114 -0.569  0.0247
H: 1.718 -0.670 -0.337  0.0481

HOMO ... -4.05 eV
Energy relative to the best compared isomer or geometry (same formula, charge and spin) ... 161.51 kJ/mol
Charge ... -1
Energy ... -29558.701 eV
LUMO level ... 3.75 eV

---

15.
Formula: C2H2CoLiO2
Source: OMol25
Level of theory: the ωB97M-V functional and the def2-TZVPD basis

Last column: Löwdin spin population.
Geometry (Å):
H: 0.066 8.620 1.458  0.0089
O: 0.168 5.064 1.898  0.2535
C: -0.588 5.575 0.838  0.3053
C: -0.403 6.879 0.513  0.2526
O: -0.549 7.831 1.518  0.0726
Co: 0.122 3.251 0.673  2.0871
Li: -0.885 6.860 3.135  0.0058
H: -0.082 7.248 -0.461  0.0142

HOMO (alpha / beta) ... -11.68 / -11.73 eV
Energy relative to the best compared isomer or geometry (same formula, charge and spin) ... 290.86 kJ/mol
Charge ... +1
Energy ... -44022.056 eV
Spin multiplicity ... 4
LUMO level (alpha / beta) ... -4.70 / -4.77 eV

---

16.
Formula: C2H2F2
Source: OMol25
Level of theory: the ωB97M-V functional and the def2-TZVPD basis

Last column: Löwdin charge in e.
Geometry (Å):
F: 0.780 -0.678 -1.495  -0.0239
C: 0.518 0.074 -0.395  -0.1203
C: -0.395 -0.191 0.616  -0.1955
F: -0.764 0.721 1.445  0.0441
H: 1.058 1.085 -0.633  0.1489
H: -1.197 -1.011 0.462  0.1465

HOMO ... -9.65 eV
Energy relative to the best compared isomer or geometry (same formula, charge and spin) ... 120.41 kJ/mol
SMILES ... F/C=C/F
Energy ... -7539.291 eV
LUMO level ... 1.26 eV

---

17.
Formula: C2H2F2LiOSn
Source: OMol25
Level of theory: the ωB97M-V functional and the def2-TZVPD basis

Last column: Löwdin spin population.
Geometry (Å):
F: -0.665 0.216 3.105  0.0004
O: -0.112 -0.755 0.129  0.0996
Sn: -1.150 -0.832 1.805  0.0007
Li: 0.404 1.541 3.497  -0.0001
C: -0.270 -0.142 -1.066  0.1732
C: 0.730 -0.033 -1.929  0.5574
H: 0.448 1.086 -2.147  0.0098
F: -1.147 -0.958 -1.803  0.1162
H: 1.760 -0.124 -1.590  0.0430

HOMO (alpha / beta) ... -18.91 / -18.90 eV
Energy relative to the best compared isomer or geometry (same formula, charge and spin) ... 0.00 kJ/mol
Charge ... +2
Energy ... -15602.931 eV
Spin multiplicity ... 2
LUMO level (alpha / beta) ... -10.69 / -11.37 eV

---

18.
Formula: C2H2F2N4
Source: OMol25
Level of theory: the ωB97M-V functional and the def2-TZVPD basis

Last column: Löwdin charge in e.
Geometry (Å):
F: -1.920 -0.190 -1.096  0.0581
C: -1.357 0.387 0.004  -0.3389
F: -1.928 -0.178 1.097  0.0689
C: 0.120 0.149 -0.002  -0.3060
N: 1.015 1.157 -0.007  0.0740
N: 2.190 0.590 0.001  0.0253
N: 1.956 -0.700 0.006  -0.0508
N: 0.684 -1.044 -0.001  0.1555
H: -1.572 1.449 -0.031  0.1491
H: 2.713 -1.376 0.007  0.1647

HOMO ... -11.63 eV
Energy relative to the best compared isomer or geometry (same formula, charge and spin) ... 0.00 kJ/mol
SMILES ... FC(F)c1nn[nH]n1
Energy ... -13500.532 eV
LUMO level ... 0.85 eV

---

19.
Formula: C2H2F2O
Source: OMol25
Level of theory: the ωB97M-V functional and the def2-TZVPD basis

Last column: Löwdin charge in e.
Geometry (Å):
C: 0.064 -0.009 -0.832  0.0112
C: -0.554 0.152 0.500  -0.1740
O: -0.431 1.229 -0.253  0.1588
F: -1.539 -0.239 1.303  0.2008
F: 1.524 -0.356 1.663  -0.4767
H: 1.266 -0.205 -0.751  0.1787
H: -0.331 -0.573 -1.631  0.1012

HOMO (alpha / beta) ... -10.10 / -10.67 eV
Energy relative to the best compared isomer or geometry (same formula, charge and spin) ... 487.44 kJ/mol
Energy ... -9582.956 eV
LUMO level (alpha / beta) ... -1.86 / -1.59 eV

---

20.
Formula: C2H2F2O
Source: OMol25
Level of theory: the ωB97M-V functional and the def2-TZVPD basis

Last column: Löwdin charge in e.
Geometry (Å):
C: 0.018 0.780 0.059  0.0216
C: 0.020 -0.601 -0.156  -0.4426
O: -1.159 -0.069 0.006  0.1587
F: 0.392 -1.249 -1.197  0.2153
F: 0.356 -1.765 1.185  -0.2068
H: 0.255 1.337 0.888  0.0931
H: 0.117 1.566 -0.785  0.1607

HOMO ... -12.29 eV
Energy relative to the best compared isomer or geometry (same formula, charge and spin) ... 234.43 kJ/mol
Energy ... -9585.578 eV
LUMO level ... 0.45 eV